Entry 1:
Below is a molecular structure, C45H56N3O6P3SiV, with properties calculated with ωB97M-V/def2-TZVPD.

Orbital gap (spin up / spin down) in eV: 5.906 / 6.279
Expectation value of S²: 3.766
Total charge: -2
Energy relative to the best compared isomer or geometry (same formula, charge and spin) in kcal/mol: 11.2
2S+1: 4

Cartesian coordinates (Å):
1 H 2.2558 -2.0450 5.8810
2 H -3.7437 -3.4167 4.3537
3 H 3.0916 -1.0927 -3.8065
4 N -2.8418 -3.7851 -5.3745
5 H 4.6368 -2.0198 -2.0256
6 C -4.4195 1.5719 2.4974
7 C 0.3875 2.5138 2.8718
8 C -2.5659 2.7467 -1.2258
9 C -1.7624 -1.8402 -2.7202
10 C 1.2706 0.0504 -3.5975
11 H 1.2381 -2.2625 -5.0063
12 H 4.8683 -1.2085 0.2438
13 H 1.0076 0.1058 -4.6581
14 H 3.4472 -4.0918 -2.6265
15 O -2.2858 0.6072 1.7025
16 C 2.0046 -1.6027 4.9238
17 V -1.5291 -0.6197 0.2110
18 C 1.3137 -0.4363 2.4478
19 H -1.1364 5.1604 0.5659
20 C 4.7648 1.8915 -1.2472
21 H 3.7827 -0.4000 4.8085
22 C -2.1796 -4.1618 -1.9636
23 H 5.1862 -2.9503 0.3404
24 H -1.6243 -1.2870 5.1650
25 H 0.3057 -5.6558 2.3763
26 C -0.4406 -3.7651 1.6979
27 H 0.3402 0.0173 -3.0226
28 C -2.1292 -3.1852 -2.9801
29 C 3.0366 2.1541 0.3995
30 H 1.8539 5.0246 -2.5068
31 C -2.9358 2.8304 -2.7155
32 C 4.1638 0.7104 -1.6429
33 C 3.0055 0.2367 -1.0169
34 C 0.5913 -3.6863 0.5724
35 C 3.8955 -2.3968 -1.3113
36 C 2.8544 -0.6816 4.3232
37 H -3.3184 -0.9095 4.8333
38 C -5.8091 1.4219 1.9029
39 H 4.6080 0.1393 -2.4505
40 C -0.6899 4.4159 1.2101
41 H 4.5691 -4.4537 -1.3193
42 H -3.3428 4.7255 -0.7025
43 C 3.6715 -3.8852 -1.5811
44 C 0.4936 -1.4093 3.0403
45 C 0.0461 3.7547 3.3810
46 H 2.8436 -4.2725 -0.9826
47 H 2.5975 2.7546 1.1865
48 H 1.9506 3.3910 -1.8309
49 H -2.4276 -1.1710 -4.5379
50 P -0.9660 -2.0372 2.1015
51 C 0.8364 -1.9649 4.2759
52 H -0.1714 3.7867 -3.0859
53 O -6.6267 0.1884 -0.0394
54 C 2.5041 -0.1125 3.1099
55 C 2.3943 0.9663 0.0053
56 Si 0.7076 0.4338 0.8267
57 C -0.7845 5.5179 -1.9958
58 C 2.1084 -1.1994 -3.3304
59 H -2.8291 1.7366 -0.9062
60 H 3.1705 0.6193 2.6649
61 O -3.6944 -0.6297 -0.2209
62 H -3.1837 3.8559 -3.0027
63 C -2.5333 -3.5478 -4.2842
64 H -3.8074 2.2083 -2.9300
65 H -0.5637 -4.7971 3.6457
66 H 0.6865 -4.6625 0.0937
67 C -3.4382 3.6816 -0.3930
68 C -2.3324 -1.0248 4.3753
69 H -4.4865 3.3951 -0.5152
70 H -1.3462 -4.2222 1.2852
71 C -5.7022 0.4972 0.6871
72 C -0.4823 4.7259 2.5426
73 C -0.3689 3.1570 0.6930
74 H -3.2266 -1.8461 2.6409
75 C -0.0824 4.1618 -2.0585
76 C 4.4276 -2.1967 0.1100
77 H -2.0529 -3.7075 4.7490
78 H 1.0590 -4.2803 3.1786
79 H 3.6295 -2.2914 0.8521
80 C -2.7364 -3.4648 3.9304
81 O -4.1311 2.2374 3.4766
82 O -6.8193 1.9458 2.3036
83 H 1.5706 4.7463 -0.7806
84 H 1.7917 0.9649 -3.3208
85 H -0.7577 5.7009 2.9263
86 H -3.2083 3.6149 0.6682
87 C 4.1987 2.6091 -0.1984
88 C 0.2107 2.1803 1.5245
89 H -1.8498 0.0153 -3.4536
90 H 0.7947 1.7748 3.5532
91 C 0.1107 -4.6662 2.8000
92 P 2.3146 -1.4125 -1.4882
93 C -2.3962 -2.1145 3.3037
94 H -2.0480 -0.0585 3.9615
95 H 0.1835 3.9600 4.4368
96 C 1.4100 4.3368 -1.7804
97 N -1.8313 -0.9438 -3.7590
98 C -3.5577 0.7714 1.6396
99 O -1.3371 -1.4068 -1.6259
100 C -4.2905 0.1255 0.6216
101 H 0.3336 -2.9593 -0.1969
102 H 0.4099 -2.5420 -3.4739
103 H 1.9432 -3.3402 -3.8017
104 H 1.5670 -3.3986 0.9778
105 C 1.3922 -2.4107 -3.9333
106 H 0.1849 -2.7023 4.7303
107 P -0.7075 2.7130 -1.0587
108 H -2.7195 -4.2883 3.2160
109 N -2.2175 -5.0025 -1.1721
110 H 4.6497 3.5360 0.1394
111 H -0.5458 6.0371 -1.0662
112 H -1.8684 5.4417 -2.0734
113 H -2.1242 2.5028 -3.3717
114 H 5.6629 2.2443 -1.7418
115 H -0.4374 6.1553 -2.8169

Forces on the atoms, in the same order (eV/Å):
H 0.0069 0.0048 0.0030
H 0.0077 0.0109 0.0207
H 0.0331 0.0388 0.0205
N -0.0132 0.0045 0.0124
H 0.0431 -0.0303 0.0182
C -0.1487 -0.0758 -0.0994
C 0.0024 -0.0835 0.0214
C -0.1050 -0.0041 -0.0944
C -0.2781 0.2461 0.0767
C -0.0398 0.0960 0.0940
H -0.0135 0.0045 0.0177
H -0.0180 -0.0125 -0.0031
H -0.0155 -0.0117 0.0127
H -0.0120 0.0261 -0.0196
O -0.1330 0.4144 0.1864
C -0.0064 0.0041 -0.0088
V -0.7126 0.2192 0.0474
C 0.0347 -0.0683 -0.0557
H -0.0591 -0.0402 0.0592
C -0.0427 0.0017 0.0689
H 0.0031 -0.0015 -0.0029
C 0.1631 -0.0323 0.0579
H 0.0331 0.0086 0.0013
H -0.0002 -0.0005 -0.0161
H 0.0045 -0.0120 -0.0097
C -0.0815 -0.1309 -0.0427
H 0.2093 0.0195 -0.0219
C -0.0741 0.0246 -0.0855
C -0.0457 -0.0224 0.0005
H 0.0080 0.0259 0.0093
C -0.0350 -0.0091 -0.0664
C -0.0313 0.0245 0.0045
C 0.0884 -0.2207 -0.3030
C -0.0664 -0.0033 0.0045
C 0.0384 0.0001 -0.1206
C 0.0045 0.0012 0.0222
H -0.0037 -0.0042 0.0020
C 0.3076 -0.3014 -0.3129
H 0.0082 -0.0201 -0.0403
C -0.0687 -0.0335 -0.0690
H 0.0133 -0.0030 0.0018
H 0.0308 0.0029 0.0214
C -0.0417 -0.0284 0.0061
C -0.0854 -0.1063 -0.0400
C -0.0274 0.1007 0.0143
H 0.0187 0.0163 0.0023
H -0.0289 0.0097 0.0471
H -0.0150 -0.0311 -0.0371
H -0.0096 -0.0320 -0.0105
P 0.2632 -0.0429 0.3691
C -0.0366 -0.0315 0.0451
H -0.0598 0.0147 0.0379
O -0.1008 -0.0951 -0.1659
C 0.0476 0.0340 -0.0172
C -0.0801 0.1112 0.1454
Si 0.1023 0.2666 0.0135
C -0.0077 0.0802 -0.0096
C 0.0545 -0.0771 -0.0590
H 0.0269 -0.1262 0.0815
H 0.0023 0.0118 -0.0169
O 0.3485 -0.0109 -0.0081
H 0.0493 -0.0133 0.0070
C 0.0343 -0.0009 -0.0100
H -0.0302 0.0465 0.0235
H 0.0330 0.0132 -0.0534
H 0.0321 -0.0778 0.0003
C 0.0421 0.0529 0.0171
C 0.0245 0.0290 0.0423
H -0.0162 0.0069 -0.0218
H -0.0259 0.0269 -0.0519
C 0.0085 0.3105 0.4302
C 0.0398 -0.0513 0.0626
C -0.0101 0.1117 -0.0310
H 0.0230 -0.0519 -0.0273
C -0.0104 0.0926 -0.0383
C 0.0187 0.0183 0.0609
H -0.0073 0.0053 -0.0180
H 0.0008 -0.0129 -0.0297
H -0.0235 -0.0342 -0.0035
C -0.0180 -0.0194 0.0517
O 0.0713 0.0906 0.1335
O -0.2721 0.1603 0.1336
H -0.0103 0.0015 0.0196
H 0.0771 0.0622 0.0353
H -0.0056 0.0064 0.0041
H 0.0383 -0.0186 0.0675
C 0.0574 -0.0106 -0.0382
C 0.0634 -0.0621 0.0666
H 0.0146 0.0716 -0.0085
H -0.0142 0.0318 -0.0270
C 0.0069 -0.0704 0.0741
P -0.0164 0.1950 0.0485
C -0.0724 0.0055 0.0063
H -0.0099 0.0068 -0.0305
H -0.0005 0.0127 0.0038
C 0.0342 -0.0355 -0.0409
N -0.2156 -0.0754 -0.0343
C 0.1907 -0.1210 -0.0378
O 0.1801 -0.4419 -0.4926
C 0.0598 -0.1406 -0.2041
H -0.0772 -0.0503 0.0414
H 0.1749 -0.0426 -0.0657
H 0.0314 -0.0341 0.0085
H -0.0291 0.0302 -0.0207
C -0.0311 -0.0149 0.0449
H 0.0093 0.0217 0.0166
P 0.1314 -0.1124 0.0885
H -0.0231 0.0368 -0.0310
N 0.0086 0.0146 0.0984
H 0.0138 -0.0029 -0.0062
H -0.0070 0.0168 -0.0701
H 0.0303 -0.0219 -0.0128
H 0.0031 -0.0836 0.0086
H -0.0013 0.0082 -0.0017
H 0.0177 -0.0063 0.0015

Entry 2:
Below is 3 unconnected molecules or ions with the total composition C20H29F16N8O2 at a distorted geometry, with properties calculated with ωB97M-V/def2-TZVPD.

Orbital gap in eV: 8.262
Total charge: +1
2S+1: 1

Cartesian coordinates (Å):
1 H -3.1498 1.8975 -0.0976
2 C -1.9821 -7.8249 1.6251
3 F -0.8271 -7.8541 0.9109
4 F -1.7048 -8.3907 2.8131
5 H -0.3871 -0.2720 -1.4723
6 F -3.6804 -8.0334 4.3008
7 C 2.3776 -1.4180 5.1605
8 N -2.5301 1.3684 -0.7284
9 H 0.8754 7.5540 -2.8922
10 N -2.5847 6.3924 -2.9481
11 H 2.4683 2.1129 -1.8031
12 H 0.7939 0.7092 -0.3380
13 N -0.1764 5.9060 -3.8174
14 H 2.8270 6.0429 -3.4134
15 N 1.6083 2.1912 -2.3520
16 H -0.2484 3.2276 0.7870
17 H -2.1631 7.0791 -2.3084
18 H -4.4797 -7.0489 2.4186
19 C -3.5152 -6.8305 4.8796
20 H 1.4541 4.5484 -5.5893
21 C 1.4942 -2.1659 1.4557
22 C 1.7612 7.1817 -4.9891
23 F 2.3007 -0.4691 4.1994
24 F 3.5350 -3.0429 3.8253
25 F 0.7634 -1.1650 2.0081
26 H 0.5798 -3.9646 2.1158
27 F -4.5376 -6.6949 5.7533
28 C 2.4271 -2.8247 4.5579
29 H -2.7125 -8.4487 1.1029
30 F -2.0474 -7.7085 6.5292
31 C 2.8789 -1.6670 1.0430
32 H 1.4199 7.0783 -6.0683
33 H 2.2772 8.2097 -4.9085
34 H -1.6448 1.6199 -3.3284
35 C 2.8507 6.0878 -4.5653
36 C 2.5036 4.5938 -5.1264
37 H -4.3134 -5.3628 2.0726
38 H -1.4476 5.5163 -5.8706
39 H -2.6959 5.5092 -2.4119
40 H -1.9785 2.8626 1.3755
41 H -0.0474 5.4737 -2.8909
42 F -2.6957 -5.8993 0.5064
43 C 1.4690 2.9943 -3.5461
44 C 0.5377 7.2119 -3.9337
45 N 2.5533 3.6859 -3.9168
46 H 3.2598 4.2294 -5.8922
47 F -1.5274 -5.5923 2.3131
48 C -2.4804 -6.3862 1.7649
49 C -1.0144 2.4029 0.9646
50 F 3.4984 -1.1618 5.8742
51 O -3.6888 -5.8093 3.9198
52 F 2.7613 -0.5958 0.2069
53 C 1.4671 -3.3898 2.3964
54 O 1.2794 -3.1222 3.7910
55 H 2.3024 -4.0713 2.2194
56 N 0.3816 1.6455 -2.2020
57 C -2.1863 -6.7063 5.6302
58 H 3.9127 6.3175 -4.8985
59 F 0.8314 -2.5277 0.3157
60 N 0.1575 2.8933 -4.1139
61 H 3.4569 3.6624 -3.4188
62 H -0.6552 1.6653 1.7727
63 C -0.5714 1.9836 -3.2322
64 H -0.1770 8.0183 -4.3303
65 F 2.4539 -3.7371 5.5532
66 C -0.0653 0.7486 -1.0965
67 H 3.4403 -2.4421 0.5150
68 F 3.6083 -1.2478 2.0895
69 C -1.2776 1.4944 -0.3430
70 H -2.1245 -5.7526 6.1598
71 F -1.1323 -6.7872 4.7887
72 N -2.1954 5.7790 -5.2011
73 C -3.7996 -6.2036 2.5465
74 C -1.6345 6.0291 -4.0363
75 H 1.5127 -1.3050 5.8182

Forces on the atoms, in the same order (eV/Å):
H 0.3866 -0.1992 -0.3959
C 0.4467 -0.6008 -0.4303
F -0.1104 0.3271 -0.1069
F -0.0520 0.1835 0.0071
H 0.5477 1.3440 0.4372
F 0.2558 -0.0531 0.4120
C -0.0447 0.6461 0.4945
N 3.3503 -0.2930 0.2637
H -0.1245 -0.3738 -1.5705
N 1.8735 -1.1786 -0.3091
H -1.0178 -0.5267 0.1758
H -1.2541 -0.3904 -1.1936
N -1.3832 0.6641 0.3710
H 0.2137 0.0325 -1.7321
N -1.5167 2.3175 -3.8693
H -0.8729 -1.1837 0.2943
H -0.0911 -0.4297 -0.3238
H 0.3214 -0.1164 0.0629
C -1.3309 0.4473 -1.1173
H 1.6112 -0.0099 0.9537
C -0.5744 -0.2090 0.7611
C 0.7191 0.5400 1.0763
F -0.0856 -0.2267 -0.1198
F 0.1312 0.3258 0.3335
F 0.2408 0.1683 -0.1593
H -0.0222 0.2607 0.0409
F 0.4798 0.0785 0.2078
C -0.6107 -1.5384 -0.7978
H -0.1234 0.1437 -0.0040
F -0.3902 0.0421 -0.1570
C 0.5413 0.0153 -0.1862
H 0.2670 -0.0827 1.4310
H -0.8528 -1.4685 -0.1778
H 1.7632 0.5324 0.4200
C -0.5450 -0.6388 -0.3204
C -0.1059 0.9089 0.3934
H 0.2595 0.0149 0.0724
H -0.4335 -0.0228 0.5396
H -0.2513 0.8737 -0.2489
H 1.3130 -0.6666 -0.9474
H 0.0579 0.5665 -0.5677
F -0.0668 -0.4037 0.0200
C -1.0354 -1.7434 1.6926
C 0.3292 1.0831 -0.6638
N -0.9475 0.3526 -1.7899
H -0.9184 0.4984 1.0256
F 0.1171 -0.2011 -0.0143
C -0.1596 0.5822 0.5495
C 0.5098 -1.1702 -0.0652
F -0.0647 -0.3890 -0.1378
O 0.8723 -1.1057 0.1559
F -0.3100 0.1569 -0.2534
C -0.4702 -0.6867 0.2542
O 1.1065 0.9292 -0.1691
H 0.1120 0.3185 0.0052
N -4.9347 -1.8154 -0.7538
C 0.6694 0.1029 0.4698
H -1.4235 0.0725 0.4171
F 0.4098 0.0250 -0.1271
N 0.8252 -2.2640 3.2872
H -1.1581 -0.2413 -0.2632
H -0.1841 1.3077 -1.0806
C 6.7776 2.6497 -0.0624
H 0.8689 -1.2032 0.6850
F -0.0547 0.5439 0.1294
C -0.1570 0.9548 1.8160
H -0.1503 -0.0812 -0.0079
F -0.2046 0.0150 -0.0945
C -2.7242 0.8955 0.8842
H -0.2219 0.0181 -0.0642
F -0.2577 0.0845 -0.1279
N 2.1750 0.7420 2.6409
C -0.6641 0.5044 0.0566
C -1.6311 -0.5323 -2.3828
H -0.0204 -0.2237 -0.0445

Entry 3:
Below is 2 unconnected molecules or ions with the total composition C5H7NO2 at a distorted geometry, with properties calculated with ωB97M-V/def2-TZVPD.

Orbital gap in eV: 9.304
Total charge: 0
Energy relative to the best compared isomer or geometry (same formula, charge and spin) in kcal/mol: 85.7
2S+1: 1

Cartesian coordinates (Å):
1 H 1.5559 -1.9443 -1.0684
2 N 1.5387 -1.0765 -0.5709
3 H 3.1970 -1.5076 0.7471
4 C -2.4500 -0.4374 -0.2858
5 H -1.3108 1.6920 -0.7911
6 H -2.3100 -0.4841 -1.3658
7 O 1.1862 0.8995 0.0084
8 H -2.5895 0.6394 1.4665
9 C 0.6023 -0.0643 -0.6492
10 H -2.9565 -1.3006 0.1352
11 C 2.3038 0.4947 0.7410
12 C 2.5691 -0.7574 0.2918
13 H 2.9417 1.3658 0.9193
14 C -2.4222 0.6449 0.4297
15 O -1.8557 1.8356 -0.0080

Forces on the atoms, in the same order (eV/Å):
H -0.6592 -0.1846 -0.0714
N -0.2880 0.2326 0.7556
H 0.4183 0.1299 -0.5309
C -1.6727 -1.8290 -1.2229
H -0.0846 -0.3902 -0.0137
H 0.3960 0.2071 0.3835
O -0.2916 1.0625 1.5996
H -0.5801 0.2875 1.1581
C 0.8290 -1.2471 -1.8845
H 0.2864 -0.0645 0.0955
C 0.7671 0.6110 -2.2617
C -0.3284 0.3220 1.2680
H -0.2168 -0.7873 0.9990
C 2.0807 1.8420 -0.9647
O -0.6559 -0.1919 0.6904

E list, top to bottom, in eV: -125765.6995; -80695.1741; -10879.9032